The following is a quantum chemistry calculation of a cluster of 2 separate species, C3H9N in total in a non-equilibrium geometry, from the Open Molecules 2025 dataset.

The geometry in XYZ format:
```
13
Properties=species:S:1:pos:R:3:forces:R:3
N -0.102 0.684 0.219 1.4990 2.0319 0.7294
C -0.981 1.239 1.209 -2.1997 0.1679 0.5108
C 1.065 1.090 -0.008 -0.5728 -0.5762 0.1756
C 0.086 -2.538 -1.310 -0.2933 1.2224 0.5953
H 1.453 1.636 0.882 0.3757 -0.1780 -0.6427
H -0.536 1.273 2.217 0.3053 -0.9148 -0.2563
H 0.881 -3.241 -1.551 -0.4140 -0.0242 -0.3724
H 1.639 0.929 -0.920 -0.0611 -0.1453 0.0858
H 0.097 -2.404 -0.219 -0.0402 -0.0706 -0.1897
H -1.252 2.303 1.081 0.2743 -0.4897 -0.9147
H -0.941 -2.771 -1.601 0.3827 -0.6486 -0.0721
H -1.917 0.662 1.218 0.3886 0.0598 0.3046
H 0.252 -1.544 -1.766 0.3554 -0.4345 0.0464
```
Positions in Å, forces in eV/Å.

The value obtained for the relative energy (zero: lowest compared OMol25 entry of this formula, charge and spin) is 214.02 kJ/mol. The value obtained for the LUMO energy (spin up / spin down) is -5.890 / -9.072 eV. The multiplicity is 2. As for the expectation value of S²: 0.7593. The charge is +1. The calculation puts the orbital gap (spin up / spin down) at 0.385 / 0.267 Eh. As for the total energy: -174.05556 hartree.